(1)
{"formula": "CH2Br3O3PS", "method": "the ωB97M-V functional and the def2-TZVPD basis", "species": ["Br", "Br", "Br", "S", "P", "O", "O", "O", "C", "H", "H"], "xyz": [[-2.460132, 0.169113, 1.508390], [-1.269729, -2.184694, -0.197570], [-2.944542, -0.055891, -1.625393], [2.162361, 1.702271, -1.410782], [1.112853, 0.471636, -0.332850], [1.333186, 0.649001, 1.318347], [-0.437659, 0.617536, -0.638371], [1.354980, -1.128460, -0.398742], [-1.899130, -0.550997, -0.119200], [1.138231, 1.606676, 1.555949], [1.909581, -1.296194, 0.340221]], "atomic_forces_ev_per_a": [[0.05, -0.03, 0.11], [0.50, -2.78, 0.27], [-0.12, 0.05, 0.31], [-0.47, -0.85, 0.63], [-0.94, 0.81, 0.51], [-0.72, 1.33, -1.10], [-0.62, -1.12, 0.73], [-0.21, 1.35, -0.83], [0.91, 3.77, -1.35], [0.51, -1.67, -0.43], [1.11, -0.85, 1.14]], "homo_energy_ev": [-8.80, -8.80], "total_charge": 0}


(2)
{"formula": "CH2Br3P", "method": "the ωB97M-V functional and the def2-TZVPD basis", "species": ["Br", "Br", "Br", "P", "C", "H", "H"], "xyz": [[-1.112221, 1.904579, -0.497592], [1.365924, 4.497511, -1.865812], [-0.019841, 2.491590, -4.270716], [0.156805, 4.604176, -3.696733], [0.346398, 0.718160, -0.218501], [0.599530, 0.260787, 0.768816], [0.099538, -0.066113, -0.984184]], "atomic_forces_ev_per_a": [[0.59, 0.04, 0.77], [0.05, 0.04, -0.02], [0.01, -0.05, -0.04], [0.00, 0.03, 0.03], [-1.48, -1.93, -0.79], [-0.31, 1.17, -0.61], [1.15, 0.70, 0.66]], "homo_energy_ev": [-8.38, -9.05], "total_charge": 0}


(3)
{"formula": "CH2Br3PS", "method": "the ωB97M-V functional and the def2-TZVPD basis", "species": ["Br", "Br", "Br", "S", "P", "C", "H", "H"], "xyz": [[2.824213, -1.399258, -0.706840], [-0.758904, 1.767375, -0.902725], [3.379433, 1.050666, 1.624489], [3.312098, 1.833165, -1.868989], [2.577456, 0.854785, -0.405272], [0.303763, 1.273044, 0.517059], [0.103870, 0.264032, 1.071850], [0.748541, 2.014180, 1.094924]], "atomic_forces_ev_per_a": [[-0.29, 0.79, 0.15], [-0.41, 0.10, -0.03], [0.54, 0.18, 0.30], [-0.26, 0.04, 0.45], [-2.18, -0.73, 0.44], [2.19, -3.86, -0.93], [0.21, 2.04, -1.33], [0.19, 1.44, 0.94]], "homo_energy_ev": -9.05, "total_charge": 0}


It is found that the relative energy (zero: lowest compared OMol25 entry of this formula, charge and spin) values, taken in the order of the records, are 51.58 70.18 37.84 kcal per mole.